# C53H47Br2FIN2O4SSbSiY

C53H47Br2FIN2O4SSbSiY as an isolated structure (the ωB97M-V functional and the def2-TZVPD basis, OMol25).

CARTESIAN COORDINATES (ANGSTROEM)
Y  0.90950  -1.13001  -0.88559
Br  0.57518  -0.98100  1.96450
C  1.36780  0.83061  2.09159
Br  0.14223  1.60809  -1.24297
H  1.25411  1.04157  3.15388
H  0.69730  1.48108  1.53450
C  -2.49824  -7.88801  0.61052
C  -3.40535  -7.01207  -0.23563
C  -4.79788  -6.92018  0.36478
C  -5.70267  -6.10271  -0.53510
C  -5.09749  -4.75210  -0.78969
C  -5.89516  -3.67155  -1.07314
C  -5.33141  -2.42075  -1.30444
F  -6.16950  -1.40935  -1.57341
C  -3.98562  -2.20553  -1.25373
C  -3.14684  -3.29054  -0.94432
C  -1.70739  -3.06619  -0.83246
O  -1.25695  -1.88382  -0.95111
C  -0.92326  -4.21250  -0.56785
C  -1.54647  -5.42135  -0.36117
N  -2.85742  -5.63165  -0.41319
C  -3.70140  -4.56240  -0.71928
C  0.58648  -4.25879  -0.45608
O  1.11138  -5.23608  0.02914
O  1.19716  -3.20835  -0.91753
H  -3.02987  -8.81570  0.81792
H  -2.26597  -7.40907  1.56261
H  -1.56881  -8.15849  0.11492
H  -3.48755  -7.44143  -1.24001
H  -4.73297  -6.47365  1.36114
H  -5.18898  -7.93041  0.48387
H  -6.69325  -5.98179  -0.09711
H  -5.83943  -6.62701  -1.48592
H  -6.97111  -3.77790  -1.11710
H  -3.56357  -1.22856  -1.44639
H  -0.90825  -6.25850  -0.12674
C  -1.28899  7.04972  -1.73619
C  -0.42766  6.37731  -0.87850
C  -0.60063  5.02377  -0.64243
C  -1.64126  4.32419  -1.26486
C  -2.49460  5.01106  -2.13097
C  -2.32018  6.36829  -2.36336
Si  -1.94273  2.53779  -0.92314
C  -2.35061  2.15615  0.83753
C  -2.46581  3.14734  1.81383
C  -2.78164  2.81161  3.12321
C  -2.99161  1.48403  3.46674
C  -2.88595  0.48847  2.50460
C  -2.56486  0.82231  1.19896
C  -3.08625  1.73437  -2.13367
C  -2.65907  1.16485  -3.33459
C  -3.58151  0.69257  -4.25741
C  -4.94020  0.79798  -3.99702
C  -5.37973  1.36224  -2.80883
C  -4.45910  1.81748  -1.87792
H  -1.15182  8.10694  -1.91818
H  0.38298  6.90721  -0.39682
H  0.09014  4.51353  0.02159
H  -3.29709  4.48462  -2.63317
H  -2.98637  6.89074  -3.03645
H  -2.31548  4.18699  1.55029
H  -2.87219  3.58650  3.87286
H  -3.24137  1.22352  4.48679
H  -3.04611  -0.54700  2.77532
H  -2.46989  0.03559  0.45758
H  -1.60093  1.09080  -3.55422
H  -3.23979  0.25297  -5.18524
H  -5.65930  0.43730  -4.72042
H  -6.43855  1.43674  -2.60262
H  -4.81336  2.24492  -0.94641
N  1.29459  -1.30106  -5.39369
C  1.77533  -1.07431  -4.17359
O  1.00816  -1.06043  -3.19564
C  3.24390  -0.81769  -4.05722
I  3.56454  1.27457  -4.29223
H  0.30280  -1.42533  -5.51649
H  1.88514  -1.24933  -6.20558
H  3.81630  -1.34318  -4.81557
H  3.60248  -1.06075  -3.06117
S  3.33489  -0.20850  -0.53099
Sb  3.59143  0.99550  1.48835
C  5.70386  1.35673  1.11762
C  6.38601  1.99618  2.15038
C  7.73146  2.30812  2.02862
C  8.41290  1.98130  0.86398
C  7.74506  1.34333  -0.16890
C  6.39524  1.03119  -0.04209
C  3.20030  3.10762  1.43756
C  2.47547  3.79580  2.40656
C  2.26533  5.16369  2.28311
C  2.75859  5.84405  1.17927
C  3.46623  5.15966  0.20070
C  3.69857  3.79805  0.33767
C  4.00400  -0.19748  3.18999
C  3.53777  0.08804  4.46723
C  3.85362  -0.75666  5.52304
C  4.61529  -1.89379  5.29679
C  5.07848  -2.18014  4.02050
C  4.78618  -1.32466  2.96784
H  5.86959  2.25556  3.07044
H  8.24846  2.80293  2.84057
H  9.46325  2.22162  0.76521
H  8.27486  1.08427  -1.07679
H  5.88378  0.53047  -0.85357
H  2.07782  3.28408  3.27397
H  1.72374  5.69727  3.05325
H  2.60530  6.91173  1.08811
H  3.85283  5.68857  -0.66034
H  4.28571  3.27592  -0.41006
H  2.93801  0.97014  4.65858
H  3.50429  -0.52556  6.52081
H  4.85265  -2.55644  6.11848
H  5.67228  -3.06703  3.84368
H  5.16674  -1.54083  1.97532

## Properties
energy: -244093.7022 eV
charge: +1
highest occupied orbital energy: -10.00 eV
frontier orbital gap: 0.2790 hartree

Results of the Löwdin charge analysis, in e, for atoms 1 through 8:
1. Y 0.900
2. Br 0.669
3. C -0.707
4. Br 0.558
5. H -0.025
6. H -0.058
7. C -0.039
8. C -0.290